[1]
Formula: C5H7NO
Source: the OMol25 dataset
Level of theory: the ωB97M-V functional and the def2-TZVPD basis

Geometry (Å):
O1 -2.6748 -0.2986 -0.7149
N1 -1.0107 0.3521 0.7068
C1 0.7445 -0.7453 -0.6596
C2 2.5848 1.1176 -0.1439
C3 -2.1547 0.5403 -0.0044
C4 -0.2278 -0.8531 0.5250
C5 1.7706 0.2737 -0.4207
H1 3.3279 1.8532 0.0720
H2 -0.5549 1.1635 1.1034
H3 -0.9318 -1.6705 0.3482
H4 0.3257 -1.0582 1.4456
H5 1.2218 -1.7153 -0.8373
H6 0.1730 -0.5024 -1.5614
H7 -2.5938 1.5431 0.1413

Values from the calculation:
calculated total energy: -324.6626 Eh
charge: 0
Kohn-Sham gap: 10.73 eV
E_LUMO: 0.893 eV
relative energy (zero: lowest compared OMol25 entry of this formula, charge and spin): 38.8 kcal per mole


[2]
Formula: C31H24IMnN9O8
Source: the OMol25 dataset
Level of theory: the ωB97M-V functional and the def2-TZVPD basis

Geometry (Å):
I1 -3.0939 -5.7057 -1.5560
Mn1 -0.0878 1.1063 0.2020
O1 3.0196 -5.1127 1.0840
O2 -4.8552 3.7547 2.1748
O3 0.8653 -0.4861 0.9138
O4 3.3721 -5.6362 3.3021
O5 -4.3777 5.7698 1.3460
O6 -1.8193 0.5861 1.2128
O7 0.5290 0.0195 3.0739
O8 -3.7312 1.4020 2.0731
N1 -2.0603 4.8571 0.1385
N2 -1.7486 -2.1753 0.2634
N3 1.3291 0.6444 -2.2661
N4 -2.5350 -0.2691 -2.9582
N5 1.2774 2.2360 1.2897
N6 -0.9701 -2.1025 -0.8193
N7 1.4170 1.1830 -0.9948
N8 -0.9019 0.6947 -1.6142
N9 -1.1425 2.8815 0.1056
C1 0.6442 -0.6728 -4.7413
C2 2.5583 1.5925 -0.5734
C3 -2.2875 2.8207 0.8600
C4 0.0953 0.3630 -2.5280
C5 2.7580 -4.4128 3.2105
C6 1.8006 -2.3586 3.8532
C7 -2.8788 4.0492 0.8854
C8 0.9326 -0.7201 2.1771
C9 -1.2540 -3.1796 -1.5340
C10 -2.0474 -1.3201 -5.0890
C11 2.5434 -4.0958 1.8808
C12 1.9640 -2.9167 1.4963
C13 0.2341 -1.3478 -5.8703
C14 -4.1112 4.5998 1.4996
C15 -1.1139 -1.6725 -6.0402
C16 1.5887 -2.0356 2.5214
C17 2.1892 3.1952 3.2657
C18 3.6420 2.5861 1.4661
C19 2.3997 -3.5640 4.2278
C20 -2.1266 0.3576 -1.8511
C21 1.1239 2.7298 2.5147
C22 3.3833 -6.1593 1.9756
C23 -1.6273 -0.6350 -3.9516
C24 -0.2863 -0.3068 -3.7659
C25 3.4675 3.1132 2.7339
C26 -2.5486 -3.2570 0.2560
C27 -2.6626 1.5045 1.4543
C28 2.5204 2.1568 0.7693
C29 -1.0198 4.1210 -0.3177
C30 -2.2529 -3.9436 -0.9006
C31 0.0816 4.6451 -1.1650
H1 -0.7387 -3.3813 -2.4602
H2 -4.4655 2.8190 2.1728
H3 0.5526 5.5141 -0.7046
H4 0.9565 -1.6326 -6.6226
H5 -2.8814 0.5762 -1.1049
H6 0.8285 3.8637 -1.2885
H7 2.6549 -6.9740 1.9018
H8 -2.2469 5.8373 -0.0100
H9 -3.0921 -1.5766 -5.2140
H10 4.6229 2.4942 1.0204
H11 -0.2854 4.9364 -2.1502
H12 4.3876 -6.5073 1.7354
H13 -3.2423 -3.4679 1.0516
H14 1.4813 -1.6464 4.6015
H15 -1.4326 -2.2089 -6.9239
H16 3.4569 1.5322 -1.1763
H17 4.3220 3.4480 3.3071
H18 2.5716 -3.8224 5.2633
H19 1.7869 -2.6580 0.4619
H20 0.1147 2.7299 2.9037
H21 1.6829 -0.4211 -4.5791
H22 2.0172 3.5849 4.2584
H23 -3.5021 -0.5356 -3.0449
H24 -1.7453 -1.3882 0.9106

Values from the calculation:
calculated total energy: -3739.2943 Eh
multiplicity: 2
charge: 0
Kohn-Sham gap (alpha / beta): 6.76 / 6.36 eV
E_LUMO (alpha / beta): -0.860 / -0.851 eV
relative energy (zero: lowest compared OMol25 entry of this formula, charge and spin): 14.7 kcal per mole


[3]
Formula: C20H35BBeBrCaCl2F2KNaO4
Source: the OMol25 dataset
Level of theory: the ωB97M-V functional and the def2-TZVPD basis

Geometry (Å):
Br1 -3.2545 -1.6937 -2.2728
Ca1 0.9875 -1.9748 8.8461
K1 3.4791 2.3848 3.4352
Cl1 -0.5435 4.3967 0.9490
Cl2 3.3473 2.5676 0.9551
Na1 -9.5460 -1.1055 -3.5651
F1 0.0228 -1.1932 1.2997
F2 -2.2040 5.7860 -0.2072
O1 3.3347 -5.0672 1.3232
O2 1.9605 -3.3606 0.8215
O3 4.0974 0.8800 7.3475
O4 4.1109 -3.2616 0.2656
C1 -7.6539 -1.4076 -4.8061
C2 1.2978 -0.7597 -1.7282
C3 -0.1389 -0.0994 -4.2928
C4 3.0882 -1.1862 8.0710
C5 -4.8914 -1.6003 -4.6965
C6 2.3158 5.1796 1.0566
C7 4.3776 -0.4809 7.6526
C8 3.2142 -3.9545 0.8079
C9 0.7287 3.2533 0.9739
C10 5.4389 -0.5703 8.7358
C11 -5.5716 -0.7856 -3.7795
C12 1.0831 0.7256 -3.8874
C13 -6.9941 -2.2087 -5.7062
C14 1.9746 0.1024 -2.7994
C15 1.9858 3.7171 1.0063
C16 -5.6131 -2.3003 -5.6535
C17 -6.9522 -0.6789 -3.8267
C18 0.1936 -0.1486 -0.8864
C19 -1.4422 0.4721 -3.6946
C20 0.0456 1.2137 -0.7792
B1 0.3582 1.7137 0.9617
Be1 -3.2699 -3.6251 -5.7261
H1 5.0988 -0.0798 9.6519
H2 0.6469 1.8671 -1.4037
H3 2.3303 -1.1075 7.2638
H4 5.6865 -1.6063 8.9690
H5 -3.8170 -1.6809 -4.6576
H6 4.7461 -0.9370 6.7351
H7 -5.0286 -0.2371 -3.0329
H8 -7.5492 -2.7621 -6.4524
H9 2.7338 -0.5223 -3.2620
H10 -1.2692 1.4191 -3.1918
H11 1.9943 5.6051 0.1076
H12 2.0713 -1.1873 -1.0867
H13 -5.0942 -2.9350 -6.3722
H14 -0.0207 -1.1610 -4.0963
H15 1.2666 1.0020 1.3061
H16 -0.9953 1.4956 -0.9331
H17 3.3879 5.3452 1.1090
H18 -8.7140 -1.3417 -4.8780
H19 3.2663 -2.2582 8.2822
H20 3.7717 1.3226 8.1396
H21 -2.1937 0.6534 -4.4585
H22 2.5260 0.8922 -2.2865
H23 6.3438 -0.0608 8.4134
H24 -0.7656 -0.6078 -1.1483
H25 -7.4760 -0.0349 -3.1135
H26 0.8482 -1.6236 -2.2145
H27 2.2245 -2.5489 0.3653
H28 -1.8590 -0.2908 -3.0046
H29 -0.2443 0.0024 -5.3712
H30 1.7201 0.8225 -4.7653
H31 2.6569 -0.7118 8.9764
H32 -0.6386 1.4783 1.5808
H33 0.3904 -0.5666 0.4054
H34 0.8172 1.7463 -3.6253
H35 1.7706 5.6795 1.8480

Values from the calculation:
calculated total energy: -6256.7039 Eh
charge: +1
Kohn-Sham gap: 1.25 eV
E_LUMO: -7.037 eV